103
Properties=species:S:1:pos:R:3 method="wB97M-V/def2-TZVPD" total_charge=+1 homo_lumo_gap_ha=0.137 lumo_ev=-6.097
Pb -1.15291 -0.20154 1.36304
Se 2.47342 5.71023 -0.03305
P 3.50866 3.93726 0.55416
C 4.69617 3.33167 -0.68259
C 5.01186 4.11351 -1.78602
C 5.87430 3.61825 -2.74773
C 6.41781 2.35164 -2.60143
C 6.11129 1.57892 -1.49041
C 5.24800 2.06233 -0.52383
C 4.38207 4.15404 2.12823
C 5.75927 4.00711 2.22339
C 6.36744 4.14108 3.45974
C 5.60747 4.42613 4.58234
C 4.23648 4.60590 4.47443
C 3.61963 4.48013 3.24528
C 2.39255 2.56981 0.88963
C 1.24611 1.98042 0.33404
N 0.89651 1.00429 1.20967
N 1.74991 1.00945 2.20513
N 2.63938 1.92008 2.04175
P 0.30774 2.13440 -1.18612
Se -1.68371 1.25807 -0.97174
C 0.01227 3.87346 -1.57650
C 0.35944 4.44765 -2.79229
C -0.01556 5.75640 -3.04560
C -0.74288 6.47059 -2.10789
C -1.09420 5.88943 -0.89857
C -0.72044 4.58810 -0.63049
C 1.27116 1.30235 -2.48609
C 0.77447 0.14367 -3.06909
C 1.52279 -0.52101 -4.02236
C 2.76187 -0.02808 -4.39687
C 3.25099 1.13752 -3.82656
C 2.51362 1.80513 -2.86510
H 4.57498 5.09899 -1.88397
H 6.12011 4.22133 -3.60732
H 7.08980 1.96627 -3.35342
H 6.54867 0.59840 -1.37920
H 5.00380 1.47326 0.35012
H 6.34804 3.78587 1.34317
H 7.43723 4.01832 3.54279
H 6.08808 4.51835 5.54408
H 3.65015 4.84100 5.34985
H 2.55176 4.62360 3.14519
H 0.90524 3.87938 -3.53279
H 0.25206 6.21921 -3.98223
H -1.04962 7.48187 -2.32210
H -1.66182 6.44787 -0.17123
H -1.00007 4.11067 0.30086
H -0.20071 -0.22413 -2.78361
H 1.13445 -1.41911 -4.47596
H 3.34305 -0.54857 -5.14147
H 4.20708 1.52925 -4.13665
H 2.89076 2.71441 -2.41706
C -5.57057 -2.42542 0.24038
C -4.64341 -1.52866 1.05459
C -4.82167 -1.75702 2.55186
C -4.88081 -0.05899 0.70574
O -3.27020 -1.81599 0.71709
Si -2.54078 -3.26040 0.51988
S -0.46898 -2.53004 0.51468
O -2.82273 -4.18414 1.78786
C -2.60063 -5.56227 2.12203
C -2.53716 -5.62013 3.64791
C -1.29536 -6.05319 1.50842
C -3.78233 -6.36843 1.58817
O -2.83388 -4.02534 -0.85756
C -2.53472 -3.77594 -2.23585
C -2.55118 -2.27960 -2.53367
C -3.62226 -4.49192 -3.03422
C -1.14770 -4.35052 -2.51950
H -6.60580 -2.19809 0.48005
H -5.37440 -3.47155 0.46199
H -5.40777 -2.25902 -0.82215
H -5.84136 -1.52606 2.84344
H -4.13387 -1.11575 3.09776
H -4.60137 -2.79234 2.79430
H -5.92576 0.19206 0.86668
H -4.62645 0.13639 -0.33629
H -4.26345 0.57887 1.33620
H -1.67245 -5.06925 4.00890
H -2.45958 -6.65155 3.97784
H -3.43226 -5.17961 4.07883
H -0.46189 -5.44672 1.85360
H -1.34503 -5.98411 0.42563
H -1.12458 -7.08692 1.79317
H -4.71046 -6.01689 2.03238
H -3.65782 -7.42066 1.82624
H -3.84405 -6.25181 0.50929
H -3.50144 -1.83917 -2.24462
H -2.39914 -2.11246 -3.59649
H -1.75951 -1.78927 -1.97272
H -4.59871 -4.10369 -2.75392
H -3.60153 -5.55676 -2.82103
H -3.47279 -4.33691 -4.09846
H -0.42225 -3.88898 -1.85152
H -0.86524 -4.15633 -3.54955
H -1.13850 -5.42300 -2.34357
C -1.30121 -0.74233 4.58085
O -1.84451 0.03743 3.60564
H -1.79390 -0.44723 5.52375
H -0.22327 -0.56862 4.71985
H -1.50131 -1.81632 4.43658

=====

103
Properties=species:S:1:pos:R:3 method="wB97M-V/def2-TZVPD" total_charge=-1 homo_lumo_gap_ha=0.212 e_above_lowest_ev=0.000 lumo_ev=2.187
Sc 1.46434 -2.88601 0.76250
S 1.52563 -5.45631 0.42561
C 2.36389 -5.76845 -1.08041
C 2.96785 -7.01626 -1.29272
C 3.61570 -7.31423 -2.47643
C 3.67755 -6.37985 -3.50604
C 3.08064 -5.14544 -3.32479
C 2.45016 -4.84014 -2.12254
S 1.69744 -3.24725 -1.91934
C 3.15640 -2.18201 -2.07812
C 2.86994 -0.85183 -1.44981
C 3.49890 0.28221 -1.93365
C 3.31400 1.48177 -1.27513
C 2.46255 1.51672 -0.18881
C 1.82221 0.35443 0.20272
C 0.94442 0.33379 1.41106
S 1.60084 -0.87929 2.60512
C 3.32780 -0.43970 2.57092
C 3.69878 0.79703 3.09182
C 5.01520 1.21765 3.04556
C 5.97017 0.37397 2.48692
C 5.60793 -0.86537 1.99318
C 4.27793 -1.31197 2.01616
S 3.91366 -2.92733 1.41427
N 2.06240 -0.82590 -0.38257
H 2.92119 -7.74637 -0.49516
H 4.07609 -8.28686 -2.60085
H 4.17587 -6.61384 -4.43753
H 3.09585 -4.40907 -4.11967
H 3.41472 -2.05605 -3.12786
H 3.97714 -2.67026 -1.54767
H 4.13326 0.20947 -2.80664
H 3.81333 2.38132 -1.61092
H 2.25864 2.44146 0.33136
H -0.05664 -0.01912 1.15665
H 0.86829 1.32019 1.86251
H 2.93711 1.43322 3.52830
H 5.29336 2.18539 3.44201
H 7.00732 0.68373 2.44144
H 6.35665 -1.52246 1.56904
C -0.20238 4.42243 1.13105
Si -0.75069 4.72294 -0.65335
C 0.80518 4.76238 -1.71613
C -1.52137 6.45088 -0.67179
Si -2.18491 3.04849 -1.42294
Te -0.94045 0.99891 -1.89571
Si -3.78335 2.57048 0.20839
C -2.96075 1.70859 1.66449
C -5.07068 1.38363 -0.48454
C -4.67381 4.10937 0.85909
Si -3.21397 3.76793 -3.39260
C -4.17396 2.33932 -4.15233
C -1.89412 4.30369 -4.62633
C -4.42355 5.20938 -3.18331
H 0.36888 5.27771 1.50507
H 0.42589 3.53285 1.20581
H -1.06057 4.27559 1.79007
H 1.59190 5.36897 -1.25638
H 0.59268 5.17199 -2.70649
H 1.17212 3.74201 -1.85807
H -0.79457 7.21096 -0.36990
H -2.37325 6.50542 0.01118
H -1.88385 6.70767 -1.67017
H -2.44166 0.81719 1.30352
H -3.70179 1.39467 2.40623
H -2.22924 2.34914 2.16263
H -4.56411 0.55376 -0.98392
H -5.72206 1.87360 -1.21243
H -5.69697 0.97787 0.31566
H -3.97021 4.77520 1.36682
H -5.45699 3.84115 1.57456
H -5.13574 4.67578 0.04664
H -3.54556 1.44612 -4.17450
H -4.48659 2.57776 -5.17346
H -5.06661 2.10678 -3.56722
H -1.17722 3.49224 -4.77145
H -1.34544 5.17603 -4.26152
H -2.33512 4.56021 -5.59414
H -5.20348 4.96075 -2.45884
H -4.91192 5.43986 -4.13496
H -3.92374 6.11460 -2.83112
Br 2.87621 -3.09822 4.83412
C 1.39414 -4.20043 4.40842
C 0.91964 -5.01751 5.42740
C -0.17184 -5.81893 5.15915
C -0.74210 -5.76620 3.89799
C -0.19374 -4.91479 2.96020
N 0.87371 -4.13295 3.19713
H 1.40244 -5.00695 6.39276
H -0.57188 -6.46934 5.92667
H -1.60085 -6.36701 3.63465
H -0.62536 -4.83749 1.97269
C -3.55525 -2.05361 1.02120
C -2.82707 -1.92653 2.19921
C -1.45512 -2.13508 2.19295
C -0.74299 -2.48675 1.03245
C -1.51699 -2.60224 -0.13002
C -2.89368 -2.38964 -0.14727
H -4.62349 -1.87090 1.01365
H -3.32785 -1.64711 3.12001
H -0.92761 -2.02252 3.13787
H -1.04584 -2.84698 -1.07861
H -3.43892 -2.46416 -1.08073

=====

105
Properties=species:S:1:pos:R:3 method="wB97M-V/def2-TZVPD" total_charge=+2 homo_lumo_gap_ha="0.161 / 0.176" multiplicity=5 s2=6.30 lumo_ev="-7.747 / -8.384"
Pt 0.81755 1.33146 -0.91588
C 6.61613 1.27313 -1.00615
C 5.59340 1.20778 -1.94826
C 4.26010 1.25231 -1.53218
C 3.92343 1.36237 -0.17591
C 4.96859 1.42693 0.75874
C 6.30507 1.38274 0.34741
N 2.54935 1.39961 0.14077
N 2.30687 1.49745 1.36409
C 0.93777 1.54143 1.76284
C 0.70735 1.65174 3.13409
C -0.59868 1.70177 3.61911
C -1.65602 1.64067 2.72321
C -1.36131 1.53174 1.37650
N -0.10580 1.48144 0.88242
H 7.65431 1.23877 -1.32609
H 5.82852 1.12228 -3.00592
H 3.46583 1.20087 -2.27391
H 4.75220 1.51274 1.81979
H 7.10089 1.43401 1.08578
H 1.54654 1.69823 3.82064
H -0.78414 1.78756 4.68594
H -2.68464 1.67681 3.06426
H -2.15108 1.48018 0.63248
O 0.80044 -0.61731 -0.76214
P 0.19220 -1.30180 0.43735
C 0.18322 -3.10190 0.20427
C -0.24503 -3.55545 -1.21198
C 0.84532 -3.47139 -2.27957
C 2.12081 -4.17793 -1.85314
C 2.58480 -3.67268 -0.49728
C 1.49062 -3.83332 0.55410
C -1.49757 -0.63190 0.68162
C -2.15000 -0.70522 2.06513
C -2.87724 -2.01300 2.33540
C -3.94708 -2.25424 1.27939
C -3.34702 -2.24029 -0.11985
C -2.53069 -0.97536 -0.40200
C 1.12154 -0.82315 1.94650
C 2.61575 -0.58699 1.67689
C 3.34367 -0.02444 2.89570
C 3.00861 -0.74616 4.20043
C 2.17117 -1.99966 3.98681
C 0.89568 -1.68391 3.20478
H -0.57564 -3.46544 0.90436
H -1.09152 -2.97434 -1.57331
H -0.58440 -4.59805 -1.15094
H 1.06651 -2.42390 -2.50917
H 0.47620 -3.91796 -3.21036
H 2.90472 -4.01501 -2.60112
H 1.94479 -5.25953 -1.80418
H 2.87838 -2.62127 -0.58400
H 3.47609 -4.22890 -0.18542
H 1.87788 -3.51020 1.51787
H 1.27205 -4.90417 0.66474
H -1.28374 0.43884 0.54118
H -2.88845 0.10642 2.13544
H -1.43634 -0.50040 2.85888
H -3.34751 -1.97246 3.32464
H -2.16865 -2.84665 2.35655
H -4.72103 -1.48057 1.35408
H -4.43936 -3.21604 1.46254
H -4.14882 -2.32614 -0.86236
H -2.72938 -3.13382 -0.22950
H -3.23981 -0.13890 -0.47154
H -2.05041 -1.04021 -1.38299
H 0.71705 0.17313 2.17559
H 2.74402 0.10404 0.83615
H 3.09652 -1.52161 1.37579
H 3.10101 1.03978 3.00706
H 4.42471 -0.06993 2.71664
H 2.46311 -0.05807 4.85862
H 3.93379 -1.00349 4.72912
H 1.90629 -2.43685 4.95653
H 2.76605 -2.75371 3.45947
H 0.23473 -1.14025 3.88975
H 0.37015 -2.61212 2.96574
C -1.10304 3.41580 -3.77558
N -1.58444 3.53779 -2.41383
C -2.96431 3.90115 -2.14879
C -3.03592 3.95000 -0.62843
N -1.66127 4.10288 -0.23645
C -0.80451 3.78236 -1.28060
S 0.83862 3.73091 -1.10518
H -1.81640 2.82445 -4.35591
H -0.12664 2.92664 -3.79960
H -1.01300 4.41734 -4.20554
H -3.65151 3.16974 -2.58280
H -3.14769 4.88962 -2.58408
H -3.40136 3.00636 -0.21108
H -3.63824 4.77941 -0.25033
H -1.32050 4.20776 0.71130
F -5.66183 1.11738 -4.54385
C -4.68594 0.30644 -4.05113
C -3.43649 0.57561 -4.67341
F -2.51044 -0.36405 -4.34679
C -2.97401 1.88656 -4.35570
F -3.79771 2.80898 -4.92380
C -2.92440 2.11734 -2.94692
Se -1.39153 1.25335 -2.15178
C -4.13346 1.75038 -2.28060
F -5.09861 2.65625 -2.59360
C -4.57490 0.44319 -2.64109
F -3.75832 -0.51005 -2.11732
H 1.65740 1.20628 -2.40914

=====

99
Properties=species:S:1:pos:R:3 method="wB97M-V/def2-TZVPD" total_charge=+1 homo_lumo_gap_ha="0.248 / 0.267" multiplicity=4 s2=4.13 lumo_ev="-3.658 / -3.237"
Mn -0.01696 -1.17112 -0.32372
N 1.78436 -0.71430 -0.73700
C 2.86270 -0.68035 -1.16250
N 4.07733 -0.64513 -1.59379
C 5.08970 0.23703 -0.99584
C 5.58970 1.21071 -2.06033
O 6.02808 0.52006 -3.21221
C 4.99267 -0.23477 -3.80406
C 4.49634 -1.30476 -2.83576
H 5.91736 -0.38565 -0.64890
H 4.65424 0.77271 -0.15424
H 6.44782 1.76535 -1.68484
H 4.79057 1.91780 -2.32054
H 5.40925 -0.69417 -4.69867
H 4.15714 0.41899 -4.08936
H 5.31685 -1.98558 -2.59778
H 3.66459 -1.86576 -3.25964
C -5.55934 -2.99071 -0.00339
C -4.66906 -4.03221 -0.22467
C -3.32476 -3.77153 -0.42079
C -2.85353 -2.45645 -0.38813
C -3.75077 -1.41271 -0.16612
C -5.09409 -1.68338 0.02301
N -1.48414 -2.20279 -0.54300
C -0.78564 -2.82969 -1.58115
C -1.30927 -2.88606 -2.89123
C -0.55460 -3.40195 -3.91702
C 0.74229 -3.87114 -3.68347
C 1.26213 -3.84409 -2.40744
C 0.50375 -3.34171 -1.34876
H -6.61109 -3.19631 0.13996
H -5.02304 -5.05411 -0.24073
H -2.62628 -4.58396 -0.58254
H -3.37170 -0.39967 -0.16294
H -5.78413 -0.86618 0.18539
H -2.30989 -2.51393 -3.06832
H -0.96801 -3.43289 -4.91626
H 1.32187 -4.28426 -4.49764
H 2.24809 -4.24590 -2.21006
H 0.85895 -3.47575 -0.32772
C 2.76722 -1.53251 2.35255
C 1.90605 -0.31881 2.73030
C 2.10960 -0.02489 4.22106
C 2.41096 0.91015 1.95127
Si 0.00065 -0.70762 2.31197
C -0.54875 -2.46441 3.04962
C -0.01175 -3.62219 2.19551
C -0.02594 -2.63383 4.48093
C -2.07778 -2.58816 3.07779
C -1.15503 0.73413 3.00574
C -2.53708 0.70046 2.33544
C -1.37202 0.61194 4.51944
C -0.52727 2.10509 2.71629
H 3.82503 -1.29490 2.49991
H 2.62742 -1.81610 1.30677
H 2.53757 -2.39485 2.97799
H 3.16522 0.20329 4.39651
H 1.84354 -0.86757 4.85492
H 1.53146 0.84140 4.53854
H 3.50569 0.90945 1.95101
H 2.09377 1.83359 2.42759
H 2.05288 0.93154 0.92252
H 1.05892 -3.53848 1.99675
H -0.55390 -3.68150 1.25056
H -0.17308 -4.56720 2.72174
H 1.05742 -2.74780 4.51054
H -0.46248 -3.54063 4.90866
H -0.31012 -1.79890 5.12092
H -2.53046 -2.33207 2.12114
H -2.52036 -1.95838 3.84808
H -2.34846 -3.62265 3.30721
H -3.07007 -0.22737 2.53949
H -2.44599 0.82594 1.25981
H -3.13909 1.52489 2.72680
H -1.92359 -0.28924 4.78157
H -1.96674 1.46784 4.84914
H -0.44004 0.62156 5.08288
H -0.16598 2.16113 1.69091
H 0.29406 2.32264 3.39856
H -1.28306 2.88209 2.85697
C -1.59438 8.44110 -5.28197
C -1.57920 7.10216 -4.60827
O -1.16663 6.07745 -5.06993
S -2.25788 7.20862 -2.94092
C -1.93831 5.57209 -2.34197
C -2.49525 4.45640 -2.95334
C -2.18437 3.19397 -2.48638
C -1.31739 3.03140 -1.40164
C -0.78885 4.16610 -0.77322
C -1.09801 5.42662 -1.24293
C -0.95308 1.73391 -0.94704
C -0.63518 0.62508 -0.55320
H -1.81925 8.32509 -6.34035
H -0.59328 8.86678 -5.19236
H -2.30062 9.11899 -4.80790
H -3.16950 4.57678 -3.78833
H -2.61213 2.31819 -2.95526
H -0.12883 4.04957 0.07439
H -0.68581 6.30891 -0.77258

=====

no.,electronic energy (hartree)
1,-8347.40431
2,-7980.05466
3,-5623.80434
4,-3670.40773